The following is a quantum chemistry calculation of a cluster of 4 separate species, C30H36N6O4PS in total, from OMol25.

Positions of all 78 atoms, in Å:
C 7.124 -0.176 -0.449
C 5.800 0.149 -1.078
C 4.851 0.915 -0.411
C 3.627 1.201 -0.995
C 3.320 0.738 -2.265
C 1.982 1.040 -2.903
C 0.837 0.809 -1.951
C 0.578 -0.447 -1.402
C 1.473 -1.615 -1.748
O 2.183 -2.108 -0.940
O 1.337 -2.112 -2.987
C -0.476 -0.669 -0.512
C -0.750 -2.048 0.013
C -1.307 -3.011 -1.039
O -1.904 -4.139 -0.430
C -1.267 0.416 -0.156
C -2.493 0.232 0.696
N -3.594 -0.121 -0.216
N -0.998 1.653 -0.676
P -2.020 3.100 -0.288
S -3.518 3.353 -1.431
C 0.018 1.843 -1.563
N 0.122 3.121 -2.117
C 1.009 3.917 -1.817
O 1.793 4.746 -1.620
C 4.264 -0.023 -2.940
C 5.483 -0.312 -2.353
H 7.917 0.403 -0.916
H 7.095 0.031 0.617
H 7.330 -1.237 -0.569
H 5.053 1.289 0.582
H 2.915 1.784 -0.420
H 1.869 0.425 -3.793
H 1.978 2.073 -3.233
H 0.967 -1.458 -3.593
H 0.166 -2.456 0.437
H -1.480 -2.042 0.813
H -0.529 -3.351 -1.722
H -2.076 -2.514 -1.626
H -1.364 -4.415 0.316
H -2.720 1.116 1.277
H -2.338 -0.554 1.420
H -4.265 0.636 -0.264
H -4.105 -0.907 0.166
H -2.317 2.898 1.053
H -1.043 4.086 -0.242
H 4.043 -0.410 -3.925
H 6.187 -0.923 -2.900
N -6.775 -1.093 2.266
C -5.857 -0.118 2.539
C -6.496 1.093 2.475
C -7.856 0.836 2.152
C -7.997 -0.521 2.032
H -6.584 -2.079 2.248
H -4.835 -0.369 2.767
H -6.045 2.056 2.649
H -8.640 1.563 2.029
H -8.859 -1.123 1.800
N 7.883 2.989 -2.450
C 8.561 3.764 -1.547
C 9.759 4.110 -2.110
C 9.806 3.522 -3.404
C 8.635 2.838 -3.585
H 6.973 2.591 -2.303
H 8.135 4.002 -0.587
H 10.519 4.717 -1.648
H 10.608 3.595 -4.118
H 8.274 2.260 -4.418
N -7.568 -3.110 4.734
C -7.118 -4.268 4.157
C -6.485 -4.999 5.127
C -6.564 -4.256 6.336
C -7.239 -3.096 6.060
H -8.070 -2.381 4.260
H -7.292 -4.478 3.114
H -6.027 -5.964 4.989
H -6.174 -4.543 7.297
H -7.511 -2.269 6.692

As for the total charge: +1. The LUMO energy is -4.6 eV. For the total energy, the calculation gives -68941.6296 eV.

Charges computed using Löwdin, reported in e:
1 C -0.031
2 C -0.273
3 C -0.026
4 C -0.032
5 C -0.236
6 C -0.058
7 C -0.071
8 C 0.031
9 C -0.498
10 O 0.200
11 O 0.159
12 C -0.062
13 C -0.098
14 C -0.230
15 O -0.037
16 C -0.126
17 C -0.219
18 N 0.064
19 N -0.055
20 P 0.419
21 S 0.287
22 C -0.223
23 N 0.167
24 C -0.259
25 O 0.261
26 C -0.026
27 C -0.021
28 H 0.079
29 H 0.081
30 H 0.087
31 H 0.117
32 H 0.113
33 H 0.125
34 H 0.121
35 H 0.124
36 H 0.133
37 H 0.107
38 H 0.115
39 H 0.129
40 H 0.094
41 H 0.071
42 H 0.111
43 H 0.047
44 H 0.075
45 H -0.008
46 H -0.008
47 H 0.121
48 H 0.124
49 N 0.002
50 C -0.162
51 C -0.109
52 C -0.097
53 C -0.137
54 H 0.128
55 H 0.099
56 H 0.089
57 H 0.097
58 H 0.113
59 N -0.004
60 C -0.146
61 C -0.107
62 C -0.107
63 C -0.143
64 H 0.123
65 H 0.103
66 H 0.092
67 H 0.092
68 H 0.103
69 N -0.004
70 C -0.159
71 C -0.110
72 C -0.106
73 C -0.133
74 H 0.123
75 H 0.100
76 H 0.091
77 H 0.092
78 H 0.108